[1]
2 unconnected molecules or ions with the total composition C4H9ClN2O in a non-equilibrium geometry, computed with ωB97M-V with the def2-TZVPD basis set.

Last column: natural (NBO) charge in e.
Cartesian coordinates (Å):
C -0.944793 0.865622 0.245360  0.196
C -0.721237 2.149451 -0.426238  -0.717
C 1.150802 -0.791892 -1.335312  -0.672
C 1.136416 -0.430456 0.181315  0.228
N -1.983226 0.314094 0.595152  -0.217
N 0.989616 -1.518054 1.013801  -0.831
O -1.831745 -1.093772 1.063062  -0.629
Cl 2.407883 0.680458 0.775476  -0.026
H -0.728596 2.935231 0.344044  0.238
H 0.340186 2.178754 -0.646410  0.226
H -1.288646 2.518573 -1.313675  0.235
H 1.020376 0.203806 -1.856653  0.235
H 0.370591 -1.577716 -1.698644  0.241
H 2.111161 -1.190922 -1.487705  0.215
H 0.970513 -1.461445 2.010947  0.399
H 0.516654 -2.410549 0.724879  0.405
H -2.711665 -1.413200 1.388957  0.473

Cartesian forces (eV/Å) of the 2 atoms listed first:
C 3.1 -2.2 -0.8
C 0.6 1.6 0.5

Calculated values
gap between HOMO and LUMO (spin up / spin down)	7.50 / 7.37	eV
total charge	0

[2]
2 unconnected molecules or ions with the total composition C4H9ClN2O, computed with ωB97M-V with the def2-TZVPD basis set.

Last column: natural (NBO) charge in e.
Cartesian coordinates (Å):
C -1.867702 -0.327194 -2.065430  -0.647
C -0.127462 0.057146 2.626343  -0.534
C -0.615560 0.248873 -1.513465  0.015
C 0.944690 0.048153 1.845541  0.166
N 0.246325 0.754182 -2.277860  -0.102
N 1.454790 -1.016151 1.138016  -0.830
O 1.363780 1.314139 -1.757142  -0.548
Cl 1.835024 1.529981 1.567972  -0.016
H -2.723435 0.210529 -1.654413  0.218
H -1.869996 -0.242270 -3.147949  0.232
H -1.959041 -1.372574 -1.776752  0.215
H -0.470336 0.965520 3.081929  0.226
H 1.366710 1.287742 -0.778043  0.443
H -0.688455 -0.839325 2.814875  0.211
H -0.501581 0.239742 -0.420373  0.157
H 1.199354 -1.928304 1.482408  0.395
H 2.412894 -0.930188 0.834345  0.400

Cartesian forces (eV/Å) of the 2 atoms listed first:
C 0.0 0.0 0.0
C 0.0 0.2 0.0

Calculated values
gap between HOMO and LUMO	9.80	eV
total charge	0

[3]
2 unconnected molecules or ions with the total composition C4H9ClN2OP2 in a non-equilibrium geometry, computed with ωB97M-V with the def2-TZVPD basis set.

Last column: natural (NBO) charge in e.
Cartesian coordinates (Å):
C 0.096430 -1.533510 1.330721  0.288
C -2.182344 -0.049931 -1.354202  -0.944
C 1.499620 -1.271983 1.534612  -0.551
C 1.904833 0.066983 0.905728  -0.079
N -1.016401 -1.744914 1.168333  -0.329
N 0.320925 0.824787 -1.662846  -1.080
O 1.515529 1.165254 1.689856  -0.802
P -1.085245 0.988334 -2.390052  0.999
P -0.061426 1.519752 1.940057  0.800
Cl 0.252476 3.214906 2.898186  -0.289
H -1.759912 -1.053718 -1.323587  0.255
H -3.188167 -0.080663 -1.765482  0.234
H -2.186053 0.354803 -0.340869  0.249
H 1.703578 -1.252363 2.610410  0.258
H 2.078573 -2.077484 1.076228  0.259
H 1.461905 0.156291 -0.098945  0.241
H 2.994043 0.135344 0.848214  0.196
H 1.030147 1.473250 -1.977236  0.364
H -1.624422 2.281191 -2.134021  -0.070

Cartesian forces (eV/Å) of the 2 atoms listed first:
C -0.2 -0.3 0.1
C 0.2 0.2 -0.3

Calculated values
gap between HOMO and LUMO (spin up / spin down)	8.07 / 6.31	eV
total charge	0

[4]
A gas-phase ion, C4H9ClN3 (charge +1) in a non-equilibrium geometry, computed with ωB97M-V with the def2-TZVPD basis set.

Last column: natural (NBO) charge in e.
Cartesian coordinates (Å):
C -0.314030 -0.508544 1.096524  0.191
C 0.172004 -1.594147 0.211368  0.279
C -1.122491 0.489061 0.298167  -0.510
C -0.407464 1.009902 -0.936264  -0.236
N -0.042327 -0.703409 2.278286  -0.491
N -0.539679 -2.430200 -0.370927  -0.533
N 1.032497 1.200285 -0.647277  -0.723
Cl 2.028963 -1.473673 0.052524  -0.043
H -1.850794 -0.146575 -0.094729  0.272
H -1.549812 1.218081 0.948198  0.248
H -0.547770 0.223456 -1.782169  0.256
H -0.769543 2.116123 -1.264466  0.261
H -0.438620 -0.051307 2.861317  0.352
H 0.104329 -3.039598 -0.884036  0.385
H 1.567044 0.268927 -0.322242  0.422
H 1.139170 1.964144 0.025550  0.435
H 1.538524 1.457475 -1.469825  0.436

Cartesian forces (eV/Å) of the 2 atoms listed first:
C 0.0 -0.3 -2.3
C 0.4 -0.5 -0.5

Calculated values
gap between HOMO and LUMO	10.96	eV
total charge	+1

[5]
C4H9ClO in the gas phase in a non-equilibrium geometry, computed with ωB97M-V with the def2-TZVPD basis set.

Last column: natural (NBO) charge in e.
Cartesian coordinates (Å):
C 0.268896 1.391777 -0.253696  -0.638
C 0.035822 -0.049105 0.178588  0.213
C 1.307144 -0.854357 -0.047317  -0.609
C -1.150809 -0.739967 -0.443807  -0.359
H 0.926458 1.914400 0.429578  0.228
H 0.712428 1.492112 -1.250979  0.210
H -0.684623 1.962232 -0.275397  0.219
H 2.067636 -0.306249 0.434758  0.222
H 1.548299 -0.966283 -1.122869  0.210
H 1.294830 -1.797661 0.419430  0.220
H -0.999091 0.339001 1.888569  0.483
H -1.262652 -1.749353 -0.188361  0.223
H -1.207894 -0.547741 -1.530229  0.219
O -0.180496 -0.061812 1.596165  -0.744
Cl -2.675943 -0.026995 0.165566  -0.097

Cartesian forces (eV/Å) of the 2 atoms listed first:
C -1.0 0.7 -0.8
C 0.0 0.1 1.1

Calculated values
gap between HOMO and LUMO	11.33	eV
total charge	0

[6]
C4H9ClSi in the gas phase in a non-equilibrium geometry, computed with ωB97M-V with the def2-TZVPD basis set.

Last column: natural (NBO) charge in e.
Cartesian coordinates (Å):
C -0.839354 2.845668 0.083059  -0.378
C -0.759153 1.506184 0.256487  -0.556
C 1.231703 -1.301736 0.427169  -0.599
C -0.314753 -1.624263 0.094944  -0.870
Si -1.442673 -0.268200 -0.701900  1.278
Cl -3.266737 -0.346635 0.215746  -0.391
H -0.433521 3.524016 0.795052  0.190
H -1.341463 3.387944 -0.866544  0.188
H -0.561996 1.249900 1.270935  0.189
H 1.703400 -2.129837 0.955423  0.213
H 1.768567 -1.197880 -0.607584  0.210
H 1.338606 -0.399567 1.097240  0.215
H -0.881672 -2.059424 0.881088  0.244
H -0.155620 -2.574588 -0.451981  0.244
H -1.782237 -0.115972 -2.065467  -0.177

Cartesian forces (eV/Å) of the 2 atoms listed first:
C -1.4 -0.6 -3.2
C -1.5 -0.4 -1.7

Calculated values
gap between HOMO and LUMO	10.36	eV
total charge	0

[7]
2 unconnected molecules or ions with the total composition C4H9FN2 in a non-equilibrium geometry, computed with ωB97M-V with the def2-TZVPD basis set.

Last column: natural (NBO) charge in e.
Cartesian coordinates (Å):
C -1.571178 -1.314387 1.025997  -0.686
C 0.830137 -1.948949 0.327799  -0.478
C 0.829023 2.905131 -0.840974  -0.454
C -0.452764 -1.976742 0.148067  0.414
N 0.623591 1.427004 -0.610230  -0.197
N 1.309767 0.672945 -1.181974  -0.222
F -0.989763 -2.562518 -0.968509  -0.348
H -1.999276 -2.211331 1.580833  0.222
H -2.362925 -1.005616 0.370962  0.225
H -1.408135 -0.639466 1.765141  0.219
H 1.289304 -1.679723 1.255955  0.208
H -0.194294 1.306543 0.033244  0.278
H 1.488973 -2.469077 -0.306154  0.216
H 1.852210 3.123810 -1.079167  0.219
H 0.615910 3.224337 0.079049  0.179
H 0.139420 3.148037 -1.600041  0.205

Cartesian forces (eV/Å) of the 2 atoms listed first:
C -0.5 -5.2 -2.1
C 0.8 -0.8 0.8

Calculated values
gap between HOMO and LUMO	8.49	eV
total charge	0

[8]
C4H9FN2 in the gas phase in a non-equilibrium geometry, computed with ωB97M-V with the def2-TZVPD basis set.

Last column: natural (NBO) charge in e.
Cartesian coordinates (Å):
C 1.158031 -0.207976 0.522488  -0.079
C -0.088703 -1.127055 0.201353  -0.415
C -0.887174 0.107299 -0.320619  -0.091
C 0.137953 0.935324 0.449698  0.180
H 1.862107 -0.219607 -1.346458  0.349
H 2.805617 0.662979 -0.323681  0.367
H 1.549564 -0.436658 1.551866  0.194
H 0.131693 -1.928392 -0.541393  0.216
H -0.583472 -1.550809 1.104513  0.225
H -0.706845 0.199181 -1.378721  0.166
H -2.686108 0.974626 -0.427864  0.357
H -2.746161 -0.635036 -0.498555  0.355
H -0.333481 1.099275 1.462237  0.160
N 2.268308 -0.212176 -0.424823  -0.819
N -2.305138 0.181681 -0.005292  -0.819
F 0.423809 2.157351 -0.024751  -0.348

Cartesian forces (eV/Å) of the 2 atoms listed first:
C -0.2 -0.6 1.2
C 0.3 -0.6 -0.4

Calculated values
gap between HOMO and LUMO	10.41	eV
total charge	0

[9]
2 unconnected molecules or ions with the total composition C4H9FO2 in a non-equilibrium geometry, computed with ωB97M-V with the def2-TZVPD basis set.

Last column: natural (NBO) charge in e.
Cartesian coordinates (Å):
C -0.722475 1.454750 1.356400  -0.656
C 0.561518 0.714929 -0.921994  0.037
C -1.114093 -1.544581 -0.595592  -0.221
C -0.300584 0.538713 0.226715  0.203
O -0.952242 -0.731818 0.448716  -0.530
O 0.848099 -0.052855 -2.027703  -0.675
F 3.290195 -0.710087 1.077979  -0.556
H -0.569131 2.477164 0.906868  0.227
H -0.066781 1.326140 2.223293  0.220
H -1.737267 1.219099 1.691161  0.242
H 2.872093 0.080195 1.178196  0.556
H 1.092377 1.657274 -0.991197  0.185
H 0.444592 -0.925811 -1.958812  0.479
H -0.277372 -1.907861 -1.074976  0.127
H -1.755217 -1.096316 -1.382370  0.167
H -1.613719 -2.498942 -0.156680  0.196

Cartesian forces (eV/Å) of the 2 atoms listed first:
C 1.5 0.8 -1.4
C -2.4 0.5 3.5

Calculated values
gap between HOMO and LUMO	8.92	eV
total charge	0

[10]
2 unconnected molecules or ions with the total composition C4H9FO2 in a non-equilibrium geometry, computed with ωB97M-V with the def2-TZVPD basis set.

Last column: natural (NBO) charge in e.
Cartesian coordinates (Å):
C -0.988198 -1.011463 1.213669  -0.679
C 0.190007 -0.425254 -0.844003  -0.611
C 1.385866 1.648065 0.385031  -0.271
C -0.069109 -0.060760 0.379956  0.361
O 0.311414 1.107758 1.062912  -0.494
O -2.336441 0.638234 -0.317919  -0.209
F -3.510201 -0.055034 -0.519437  -0.256
H -0.632279 -2.071477 1.215341  0.227
H -2.067013 -0.993721 0.892323  0.246
H -0.905470 -0.596963 2.239591  0.230
H -0.112052 -1.347212 -1.299698  0.228
H 0.817163 0.116957 -1.486353  0.209
H -1.692916 0.374203 -0.940678  0.454
H 2.026921 2.166762 1.182480  0.203
H 1.026834 2.245350 -0.488112  0.183
H 2.139293 0.875529 0.007893  0.180

Cartesian forces (eV/Å) of the 2 atoms listed first:
C 0.3 0.8 0.7
C 1.2 -0.2 -1.6

Calculated values
multiplicity	3
gap between HOMO and LUMO (spin up / spin down)	7.59 / 7.86	eV
expectation value of S²	2.009
total charge	0

The records above yield M values of 136.6 136.6 198.5 134.6 108.6 120.7 104.1 104.1 108.1 108.1 Da, respectively.